Entry 1:
The following is a quantum chemistry calculation of C60H48LuN7O7S2 as an isolated structure in a non-equilibrium geometry, from the OMol25 dataset.

XYZ file:
```
125
Properties=species:S:1:pos:R:3:lowdin_charge:R:1
Lu -13.14 22.92 0.11 1.56
S -9.25 21.24 -1.00 0.56
S -10.29 23.56 0.47 0.53
O -14.61 17.34 1.82 -0.04
O -10.65 17.25 -6.81 -0.13
O -18.09 30.43 2.89 -0.10
O -18.98 17.21 3.60 -0.08
O -9.04 28.43 0.92 -0.19
O -11.92 20.85 0.86 -0.16
O -8.32 28.74 -5.35 -0.10
N -12.57 24.16 7.84 0.11
N -14.28 21.17 -1.12 0.03
N -7.37 25.86 0.29 0.14
N -12.22 22.93 -2.04 -0.01
N -13.46 25.14 -0.55 0.02
N -5.62 22.51 -1.39 0.11
N -15.41 23.30 0.42 -0.01
C -15.58 27.88 2.20 -0.03
C -12.11 19.60 -3.72 -0.23
C -10.95 18.96 -3.58 -0.03
C -12.78 24.45 3.03 -0.16
C -10.41 27.85 -4.86 -0.03
C -11.69 25.45 -2.27 -0.08
C -18.17 19.43 0.80 -0.06
C -10.81 26.36 -3.00 -0.21
C -9.43 17.77 -7.50 -0.05
C -12.63 24.68 4.40 -0.03
C -17.57 29.29 2.29 -0.29
C -12.58 25.89 -1.36 -0.23
C -10.85 23.59 -3.70 -0.01
C -15.96 24.48 0.91 -0.21
C -19.46 30.66 2.53 -0.10
C -20.04 16.46 3.05 -0.12
C -13.85 27.38 -0.27 0.00
C -7.81 23.47 -0.54 -0.44
C -15.21 20.42 -0.47 -0.23
C -17.14 24.17 1.73 -0.01
C -16.27 22.28 0.85 -0.27
C -10.42 18.11 -4.58 0.03
C -11.01 22.23 -3.79 -0.04
C -16.97 19.91 1.23 -0.19
C -15.44 25.77 0.83 -0.08
C -9.24 27.69 2.12 -0.19
C -16.43 19.50 2.49 0.00
C -9.09 28.05 -4.46 -0.31
C -11.63 23.98 -2.62 -0.25
C -9.49 26.59 -2.51 0.06
C -13.09 23.75 5.35 -0.25
C -14.29 26.05 -0.01 -0.24
C -13.55 22.53 4.83 -0.06
C -12.32 18.66 -5.93 -0.04
C -11.92 21.84 -2.82 -0.28
C -7.60 24.78 -0.10 -0.27
C -13.63 20.28 -1.92 -0.30
C -16.21 29.03 2.60 0.00
C -11.25 26.98 -4.20 -0.02
C -13.16 23.24 2.56 -0.27
C -18.25 28.30 1.61 -0.04
C -8.62 27.43 -3.31 0.02
C -17.10 18.44 3.17 0.01
C -18.86 18.49 1.54 -0.03
C -9.02 22.80 -0.40 -1.20
C -15.14 19.02 -0.85 -0.01
C -12.80 19.51 -4.97 0.00
C -17.25 22.85 1.81 0.02
C -7.07 29.24 -4.77 -0.06
C -6.65 22.89 -1.09 -0.31
C -13.59 22.29 3.46 -0.15
C -12.80 27.32 -1.15 0.05
C -16.22 26.91 1.37 -0.19
C -11.06 18.13 -5.81 -0.34
C -18.32 18.02 2.72 -0.31
C -16.22 21.03 0.39 -0.06
C -12.84 23.90 6.75 -0.21
C -12.52 20.56 -2.68 -0.06
C -17.58 27.17 1.05 -0.02
C -14.08 18.96 -1.74 0.01
H -8.44 27.85 2.77 0.04
H -12.27 26.80 -4.51 0.12
H -8.34 27.80 0.51 0.05
H -12.91 18.58 -6.87 0.13
H -9.57 18.79 -7.78 0.08
H -17.46 24.97 2.26 0.07
H -18.56 19.91 -0.15 0.14
H -20.95 17.04 2.77 0.10
H -20.08 29.83 2.89 0.08
H -18.10 26.51 0.35 0.12
H -10.74 28.23 -5.84 0.12
H -12.13 25.55 4.84 0.11
H -7.32 30.03 -4.01 0.11
H -14.38 28.29 -0.06 0.10
H -6.55 29.71 -5.58 0.07
H -19.69 15.78 2.22 0.11
H -9.32 17.21 -8.39 0.06
H -9.41 17.58 -4.45 0.14
H -12.42 28.10 -1.67 0.08
H -11.05 21.14 0.52 -0.09
H -16.49 18.05 3.99 0.12
H -14.53 18.19 1.42 -0.01
H -10.54 21.53 -4.46 0.11
H -19.30 28.39 1.25 0.10
H -12.51 25.22 2.30 0.08
H -13.92 16.77 1.46 0.05
H -19.76 18.01 1.09 0.11
H -15.55 19.91 2.90 0.09
H -15.77 29.86 3.13 0.11
H -18.04 22.28 2.28 0.11
H -8.48 17.67 -6.93 0.09
H -14.58 27.71 2.53 0.11
H -11.94 21.10 1.75 -0.01
H -19.81 31.58 2.94 0.07
H -6.40 28.48 -4.37 0.08
H -7.61 27.48 -3.04 0.08
H -10.09 24.22 -4.19 0.13
H -10.33 19.18 -2.76 0.08
H -13.98 21.36 3.01 0.07
H -9.51 26.66 1.96 0.05
H -10.10 28.24 2.53 0.08
H -9.17 26.12 -1.60 0.08
H -20.38 15.74 3.74 0.06
H -19.62 30.67 1.37 0.12
H -15.68 18.18 -0.48 0.09
H -13.48 18.17 -2.15 0.11
H -13.91 21.73 5.46 0.10
H -13.79 20.03 -5.08 0.14
```

net charge	-2
HOMO energy	-2.29	eV
lowest unoccupied orbital energy	3.0	eV

Entry 2:
The following is a quantum chemistry calculation of a 12-piece molecular cluster, C48H84N12 overall in a non-equilibrium geometry, from the OMol25 dataset.

XYZ file:
```
144
Properties=species:S:1:pos:R:3:lowdin_charge:R:1
N 12.61 -22.61 13.24 0.13
N 16.95 -9.91 17.92 0.14
N 4.74 -7.73 14.32 0.13
N 13.44 -18.16 19.31 0.12
N 18.41 -12.12 10.42 0.14
N 2.65 -19.16 23.85 0.11
N -1.17 -11.88 16.38 0.13
N 1.81 -11.15 24.17 0.14
N 6.74 -22.04 10.88 0.12
N 6.80 -14.44 7.31 0.15
N 6.77 -13.16 17.22 0.14
N 16.42 -19.04 8.22 0.13
C -1.23 -14.43 13.58 -0.12
C 5.71 -17.46 22.83 -0.21
C 4.92 -20.96 12.58 -0.18
C 5.99 -21.54 11.62 -0.21
C 4.23 -18.97 11.11 -0.11
C 17.77 -12.59 9.64 -0.24
C 15.31 -19.30 8.15 -0.23
C 5.31 -7.35 15.25 -0.21
C 7.47 -6.52 16.31 -0.31
C 16.72 -10.96 17.43 -0.23
C 16.38 -12.22 16.78 -0.21
C 1.27 -9.08 21.44 -0.24
C 1.63 -10.92 23.03 -0.26
C 8.61 -13.83 15.53 -0.20
C 8.35 -7.68 16.27 -0.12
C 6.46 -11.50 9.18 -0.11
C 8.99 -15.32 15.29 -0.25
C 16.88 -13.17 8.57 -0.19
C 15.24 -18.57 17.39 -0.23
C 7.50 -11.19 8.10 -0.26
C 4.79 -19.45 12.46 -0.26
C 7.58 -13.49 16.52 -0.23
C 13.10 -24.85 11.96 -0.22
C 17.48 -18.33 16.57 -0.13
C 14.25 -18.36 18.47 -0.20
C 0.10 -14.37 14.26 -0.29
C 6.36 -16.48 21.75 -0.11
C 16.64 -18.23 17.79 -0.28
C 1.49 -10.62 21.62 -0.17
C 14.39 -25.60 12.16 -0.27
C 6.04 -6.81 16.42 -0.22
C 4.19 -17.12 22.99 -0.20
C 7.75 -12.08 6.87 -0.19
C 12.74 -18.54 8.25 -0.26
C 0.66 -13.01 14.78 -0.13
C 12.81 -23.64 12.71 -0.22
C 15.68 -24.90 11.63 -0.08
C 14.15 -12.37 18.14 -0.09
C 15.63 -12.35 8.24 -0.24
C 14.85 -11.95 9.50 -0.11
C 7.23 -13.39 7.07 -0.26
C 14.90 -12.46 16.79 -0.28
C -0.41 -12.39 15.76 -0.23
C 11.40 -19.24 8.38 -0.11
C 13.87 -19.61 8.04 -0.19
C 3.31 -18.25 23.39 -0.21
C 9.91 -15.50 14.07 -0.11
C 0.56 -8.18 22.47 -0.11
H 3.73 -16.89 22.03 0.11
H 11.46 -19.80 9.32 0.08
H 0.11 -15.05 15.11 0.10
H 7.12 -11.66 6.08 0.12
H 14.01 -11.40 9.06 0.06
H 4.29 -17.89 11.00 0.07
H 13.13 -24.54 10.92 0.12
H 17.07 -12.97 17.17 0.12
H 14.34 -11.80 16.12 0.11
H 16.65 -12.09 15.73 0.12
H 8.33 -13.54 14.52 0.11
H 7.37 -10.16 7.78 0.10
H 5.87 -7.49 17.26 0.12
H 13.73 -20.14 7.09 0.11
H 2.25 -8.65 21.26 0.10
H 12.74 -17.89 7.38 0.10
H 16.97 -18.93 18.56 0.12
H 9.52 -13.25 15.67 0.11
H 4.13 -16.35 23.76 0.12
H 16.44 -25.69 11.57 0.07
H 4.65 -19.51 10.26 0.07
H 0.84 -14.87 13.62 0.10
H 9.60 -15.65 16.13 0.10
H 10.61 -18.49 8.41 0.08
H 14.23 -26.60 11.77 0.10
H 8.31 -8.17 15.29 0.08
H -0.48 -8.42 22.64 0.07
H 13.22 -12.93 18.18 0.07
H -1.07 -13.85 12.67 0.08
H -1.49 -15.42 13.20 0.08
H 14.48 -25.87 13.21 0.11
H 0.98 -8.24 23.48 0.07
H 3.14 -18.96 11.10 0.07
H 15.94 -11.44 7.71 0.11
H 5.98 -15.46 21.72 0.06
H 6.38 -17.67 23.67 0.11
H 0.67 -11.23 21.25 0.12
H 9.27 -15.22 13.23 0.07
H 15.26 -11.14 10.12 0.07
H 14.85 -13.43 16.30 0.10
H 18.36 -17.70 16.73 0.08
H 6.79 -12.46 9.59 0.07
H 7.77 -5.65 16.89 0.12
H 10.32 -16.50 13.91 0.08
H 15.44 -24.44 10.67 0.07
H 7.54 -6.10 15.30 0.12
H 14.56 -12.77 10.15 0.08
H 16.77 -14.20 8.91 0.11
H 6.50 -10.62 9.82 0.08
H 5.80 -19.07 12.51 0.10
H 5.70 -18.35 22.21 0.09
H 12.19 -25.45 11.99 0.12
H 14.04 -11.32 18.41 0.07
H 17.79 -19.29 16.14 0.08
H 5.36 -21.22 13.54 0.10
H -2.03 -14.04 14.21 0.07
H 6.36 -16.91 20.75 0.07
H 5.45 -5.95 16.74 0.12
H 13.77 -20.48 8.68 0.11
H 5.43 -11.65 8.85 0.08
H 0.77 -8.90 20.49 0.10
H 17.00 -17.91 15.69 0.07
H 14.86 -18.01 16.54 0.12
H 8.03 -15.84 15.24 0.11
H 9.39 -7.42 16.07 0.08
H 0.94 -12.21 14.10 0.11
H 4.22 -18.99 13.27 0.11
H 10.65 -14.71 13.97 0.07
H 8.72 -11.94 6.40 0.12
H 0.54 -7.16 22.07 0.07
H 14.87 -12.76 18.86 0.07
H 14.99 -12.92 7.57 0.11
H 11.39 -19.86 7.49 0.08
H 15.88 -24.03 12.24 0.07
H 12.91 -17.88 9.10 0.10
H 1.51 -13.25 15.41 0.10
H 8.47 -11.23 8.61 0.10
H 7.40 -16.25 21.97 0.06
H 2.44 -10.99 21.23 0.12
H 16.75 -17.23 18.19 0.12
H 8.30 -8.39 17.09 0.09
H 15.19 -19.58 16.98 0.13
H 4.08 -21.65 12.52 0.11
H 17.49 -13.48 7.72 0.11
```

structure (SMILES)	CCCC#N.CCCC#N.CCCC#N.CCCC#N.CCCC#N.CCCC#N.CCCC#N.CCCC#N.CCCC#N.CCCC#N.CCCC#N.CCCC#N
HOMO energy	-11.03	eV
lowest unoccupied orbital energy	-0.2	eV
energy above the lowest of the compared OMol25 structures with the same formula, charge and spin	735.7	kJ/mol

Entry 3:
The following is a quantum chemistry calculation of C5H9NO as an isolated structure in a non-equilibrium geometry, from the OMol25 dataset.

XYZ file:
```
16
Properties=species:S:1:pos:R:3:lowdin_charge:R:1
O -0.21 1.97 -2.06 -0.18
N -1.27 1.08 -1.65 -0.09
C 1.53 -1.92 0.98 -0.06
C 0.23 -1.84 0.77 -0.10
C -0.51 0.21 0.08 -0.17
C -0.44 -0.78 -0.68 0.02
C -0.18 1.24 1.05 -0.06
H -1.96 1.71 -1.24 0.04
H -0.50 -2.53 1.19 0.06
H 0.58 0.91 1.76 0.08
H 0.04 1.62 -2.92 0.07
H 1.98 -2.72 1.57 0.05
H 0.22 2.09 0.47 0.09
H 2.22 -1.19 0.55 0.06
H -1.06 1.54 1.62 0.09
H -0.68 -1.41 -1.51 0.09
```

HOMO energy	-7.30	eV
lowest unoccupied orbital energy	1.0	eV
energy above the lowest of the compared OMol25 structures with the same formula, charge and spin	841.9	kJ/mol

Entry 4:
The following is a quantum chemistry calculation of a 2-piece molecular cluster, C2H2NO3S overall in a non-equilibrium geometry, from the OMol25 dataset.

XYZ file:
```
9
Properties=species:S:1:pos:R:3:lowdin_charge:R:1
S -2.27 0.26 -0.03 0.57
O -2.21 1.63 -0.51 -0.36
O -2.63 0.09 1.36 -0.35
O -2.75 -0.74 -0.97 -0.35
N 1.48 -1.35 0.10 -0.04
C 0.75 -0.31 0.07 -0.22
C 2.20 -0.05 0.01 -0.33
H 2.68 0.19 -0.94 0.04
H 2.75 0.28 0.89 0.04
```

net charge	-1
HOMO energy (alpha / beta)	-3.80 / -4.06	eV
lowest unoccupied orbital energy (alpha / beta)	2.5 / 2.7	eV
energy above the lowest of the compared OMol25 structures with the same formula, charge and spin	394.9	kJ/mol

Entry 5:
The following is a quantum chemistry calculation of a 3-piece molecular cluster, H9N3 overall in a non-equilibrium geometry, from the OMol25 dataset.

XYZ file:
```
12
Properties=species:S:1:pos:R:3:lowdin_charge:R:1
N 0.26 1.53 1.22 0.02
N 1.45 -1.52 0.11 0.00
N -1.52 -0.28 -1.24 0.02
H -1.13 -0.60 -2.12 0.01
H -2.51 -0.37 -1.07 0.01
H 2.00 -1.57 -0.75 0.01
H -0.22 0.65 1.24 -0.02
H 0.48 -1.64 -0.20 -0.02
H -0.32 2.37 1.18 0.02
H 1.55 -0.57 0.42 -0.03
H 0.88 1.60 2.00 0.01
H -0.91 0.39 -0.81 -0.03
```

structure (SMILES)	N.N.N
HOMO energy	-9.51	eV
lowest unoccupied orbital energy	0.9	eV
energy above the lowest of the compared OMol25 structures with the same formula, charge and spin	13.8	kJ/mol

Entry 6:
The following is a quantum chemistry calculation of an isolated ion of composition C20H43BIN2O3S3 and charge -1, from the OMol25 dataset.

XYZ file:
```
73
Properties=species:S:1:pos:R:3:lowdin_charge:R:1
I -1.51 2.28 1.89 0.83
S 2.24 -2.32 2.99 0.70
S -0.44 -3.14 1.96 0.97
S 0.22 2.64 -6.10 0.59
O 1.15 1.66 -5.24 -0.16
O 0.41 3.98 -5.64 -0.28
O 0.51 2.31 -7.46 -0.29
N 1.23 -4.77 3.24 -0.24
N 3.56 3.51 3.47 -0.02
C -2.14 2.93 -4.67 -0.22
C 1.38 1.14 -0.07 -0.26
C 0.40 1.75 -1.08 -0.15
C 2.56 2.04 0.34 -0.21
C 2.39 -4.70 5.46 -0.11
C 2.52 2.66 2.85 -0.29
C -1.43 2.08 -5.71 -0.23
C -0.30 -1.45 1.36 -0.51
C 0.60 -5.85 2.47 -0.29
C -1.15 -0.53 -0.90 -0.13
C 1.08 -3.45 2.75 -1.11
C -1.52 -1.12 0.48 -0.30
C 1.08 -4.84 4.70 -0.25
C -2.18 1.96 -0.19 -0.57
C -1.52 2.76 -3.28 -0.23
C -1.67 1.35 -2.69 -0.15
C -3.64 1.46 -0.18 -0.32
C 3.08 1.74 1.76 -0.20
C 1.39 -6.15 1.20 -0.08
C -4.53 2.20 -1.21 -0.10
B -1.12 1.12 -1.14 -0.75
H -1.33 1.05 -5.35 0.10
H -3.19 2.61 -4.65 0.11
H -1.96 3.51 -2.61 0.10
H 0.64 -1.38 0.81 0.04
H 0.35 2.83 -0.90 0.09
H 0.62 -5.80 4.93 0.11
H -2.70 1.01 -2.83 0.09
H -0.44 -5.65 2.22 0.07
H -1.05 0.65 -3.28 0.09
H 2.30 -5.12 6.47 0.07
H 1.72 3.27 2.42 0.07
H 0.73 -6.54 0.41 0.07
H -0.46 3.02 -3.34 0.09
H 2.69 -3.65 5.53 0.04
H -1.93 2.05 -6.68 0.10
H 3.18 -5.23 4.93 0.07
H 3.37 3.63 4.46 0.05
H 3.38 1.94 -0.38 0.10
H 0.87 1.65 -2.08 0.08
H 0.89 1.69 -4.30 0.06
H 3.55 4.44 3.07 0.05
H -2.11 -2.03 0.34 0.08
H 0.60 -6.72 3.13 0.11
H -0.18 -0.95 -1.18 0.09
H 2.21 3.07 0.30 0.10
H -2.18 3.00 -0.52 0.03
H -2.15 -0.44 1.05 0.05
H 2.17 -6.88 1.38 0.07
H -5.45 2.56 -0.75 0.06
H 0.37 -4.07 5.03 0.11
H -3.66 0.39 -0.38 0.09
H -0.21 -0.78 2.22 0.05
H 1.80 0.22 -0.50 0.11
H -4.01 3.05 -1.64 0.06
H 0.85 0.84 0.84 0.04
H 4.17 1.82 1.80 0.09
H -2.12 3.98 -4.97 0.11
H 1.86 -5.24 0.83 0.07
H -4.81 1.55 -2.04 0.06
H -1.85 -0.96 -1.63 0.08
H 2.05 2.07 3.64 0.10
H 2.84 0.70 2.01 0.08
H -4.08 1.60 0.80 0.06
```

net charge	-1
HOMO energy	-5.57	eV
lowest unoccupied orbital energy	2.4	eV

| no. | M (g/mol) |
| --- | --- |
| 1 | 1218.187 |
| 2 | 829.284 |
| 3 | 99.133 |
| 4 | 120.109 |
| 5 | 51.093 |
| 6 | 593.492 |